[1]
Entry from OMol25: 2 unconnected molecules or ions with the total composition Br2ClFSi at a distorted geometry (ωB97M-V/def2-TZVPD).

Calculated values
LUMO energy (alpha / beta), eV: 0.223 / -4.240
<S²>: 2.00
Multiplicity: 3

CARTESIAN COORDINATES (ANGSTROEM)
Br1 1.4789 -1.8406 -1.0161
Br2 1.7206 0.0607 1.9114
Cl1 -0.4537 1.1883 -0.6823
Si1 0.4590 -0.2960 0.1074
F1 -3.2048 0.8876 -0.3204

[2]
Entry from OMol25: C7H8N2OS2 in the gas phase at a distorted geometry (ωB97M-V/def2-TZVPD).

Calculated values
SMILES string: O=C(NS)N(S)c1ccccc1
LUMO energy, eV: 0.443
Relative energy (zero: lowest compared OMol25 entry of this formula, charge and spin), kJ/mol: 66.45

CARTESIAN COORDINATES (ANGSTROEM)
S1 0.0409 -2.5797 0.2881
S2 1.2879 -1.9072 -4.0040
O1 0.3489 0.3379 -2.2438
N1 0.5084 -0.9674 -0.2194
N2 0.7382 -1.9803 -2.4687
C1 0.6371 -0.7294 -1.8245
C2 -1.0075 2.2953 1.9998
C3 -0.9886 -0.0110 1.4401
C4 0.0139 0.1646 0.4765
C5 0.0949 2.4578 1.2185
C6 -1.4879 1.0215 2.1910
C7 0.5846 1.4507 0.4343
H1 0.7971 -2.6251 1.3612
H2 -2.4024 0.9868 2.6467
H3 1.4939 1.6191 -0.0869
H4 0.3339 -2.6477 -4.4484
H5 1.4560 -2.5352 -1.9269
H6 -1.4894 -0.9450 1.5881
H7 0.4030 3.4655 0.9811
H8 -1.3627 3.1289 2.5970

[3]
Entry from OMol25: a molecular structure, C5H9N3O at a distorted geometry (ωB97M-V/def2-TZVPD).

Calculated values
LUMO energy, eV: 0.569
Relative energy (zero: lowest compared OMol25 entry of this formula, charge and spin), kJ/mol: 430.94

CARTESIAN COORDINATES (ANGSTROEM)
O1 2.8950 -0.7425 0.1124
N1 -2.3156 0.2558 -0.7948
N2 -1.2222 1.0138 1.8681
N3 -0.4723 1.2865 -1.7102
C1 -0.9539 0.4783 -0.8522
C2 0.7112 -1.6279 -0.1210
C3 -0.2917 0.7048 1.1203
C4 1.5805 -0.6648 0.4528
C5 1.0704 0.4285 1.1348
H1 -2.0821 1.2901 1.3917
H2 0.5278 1.4162 -1.5682
H3 1.1735 -2.3618 -0.7712
H4 -0.0683 -2.0233 0.5213
H5 1.7190 1.1995 1.5378
H6 3.3512 0.0763 0.3454
H7 -2.8508 0.6033 -1.5796
H8 -0.1494 -0.7037 -0.6647
H9 -2.6222 -0.6291 -0.4226

[4]
Entry from OMol25: a molecular structure, C31H20Cl5P2PtS2 at a distorted geometry (ωB97M-V/def2-TZVPD).

Calculated values
Total charge: -1
LUMO energy (alpha / beta), eV: 1.617 / 1.509
Relative energy (zero: lowest compared OMol25 entry of this formula, charge and spin), kJ/mol: 89.87

CARTESIAN COORDINATES (ANGSTROEM)
Pt1 -0.1195 0.4156 -0.5789
Cl1 -3.6119 2.8729 2.9397
Cl2 -1.4485 0.7505 1.9982
Cl3 -1.2303 3.0999 -2.7965
Cl4 -3.2723 5.2260 -1.8828
Cl5 -4.5135 5.0947 0.9529
S1 1.1502 0.8718 -3.0003
S2 0.7523 -2.3452 2.0391
P1 1.9899 -0.7849 -2.2925
P2 1.6225 -2.4417 0.2962
C1 5.3422 -1.6407 1.6887
C2 0.7175 -2.0454 -4.3852
C3 0.2878 -6.5054 -1.3667
C4 6.2745 0.7991 -2.0345
C5 6.1861 -2.3905 0.8848
C6 -1.8698 3.0110 -1.1949
C7 4.2940 -3.2558 -0.3121
C8 0.4764 -3.0547 -5.2981
C9 3.4464 -2.4969 0.4838
C10 1.3434 -4.1334 -5.3829
C11 2.4639 -4.1827 -4.5689
C12 -2.7972 3.9731 -0.8042
C13 3.7659 -0.3690 -2.1836
C14 -2.0075 2.0050 0.9311
C15 4.6324 -0.4518 -3.2656
C16 0.1527 -4.1140 -1.3643
C17 -1.4359 1.9833 -0.3507
C18 1.1742 -1.1049 -0.7622
C19 1.8350 -2.0983 -3.5570
C20 1.3085 -6.4543 -0.4304
C21 4.1523 0.3144 -1.0365
C22 5.4087 0.8839 -0.9558
C23 1.1969 -4.0591 -0.4523
C24 1.7577 -5.2338 0.0364
C25 -0.2962 -5.3371 -1.8281
C26 -3.3523 3.9269 0.4685
C27 2.7138 -3.1701 -3.6607
C28 5.6608 -3.2007 -0.1086
C29 -2.9450 2.9323 1.3534
C30 5.8847 0.1331 -3.1854
C31 3.9773 -1.6949 1.4876
H1 0.0555 -1.1906 -4.3205
H2 6.3218 -3.8011 -0.7203
H3 6.5575 0.0917 -4.0321
H4 3.6023 -3.1922 -3.0464
H5 3.1502 -5.0148 -4.6529
H6 5.7513 -1.0243 2.4777
H7 4.3199 -0.9496 -4.1741
H8 5.7062 1.4150 -0.0626
H9 -1.1106 -5.3797 -2.5373
H10 2.5311 -5.1810 0.7921
H11 1.1453 -4.9340 -6.0835
H12 3.2941 -1.1426 2.1210
H13 1.7421 -7.3710 -0.0530
H14 7.2550 -2.3524 1.0391
H15 3.8802 -3.9131 -1.0647
H16 3.4424 0.4082 -0.2209
H17 7.2441 1.2788 -1.9875
H18 -0.3076 -3.1877 -1.6911
H19 -0.0685 -7.4616 -1.7226
H20 -0.3824 -3.0007 -5.9540

[5]
Entry from OMol25: a molecular structure, C27H37BBr48NO7 at a distorted geometry (ωB97M-V/def2-TZVPD).

Calculated values
Total charge: -1
LUMO energy, eV: 0.810
Relative energy (zero: lowest compared OMol25 entry of this formula, charge and spin), kJ/mol: 0.00

CARTESIAN COORDINATES (ANGSTROEM)
Br1 -6.0024 3.1187 4.0717
Br2 -1.7526 9.4996 -1.5685
Br3 11.4941 -5.9256 -3.1894
Br4 5.2192 -3.7464 -3.8821
Br5 1.1466 7.7071 1.3321
Br6 4.8465 -8.5468 7.7472
Br7 1.5429 -6.9146 -2.3931
Br8 -7.2165 5.0479 -5.4727
Br9 0.0877 -5.4960 -4.8557
Br10 9.3283 -3.6884 -3.9176
Br11 2.4969 0.2710 9.2447
Br12 0.7145 2.5153 -8.3542
Br13 -6.4112 1.1109 6.5252
Br14 11.5140 -3.2340 -0.3627
Br15 -4.9089 3.0208 -6.3620
Br16 8.4622 -4.6775 3.6143
Br17 2.8816 2.0505 -6.0467
Br18 2.7567 1.3927 6.0149
Br19 -0.7203 -4.6305 0.8190
Br20 -1.6362 -2.6537 -5.4895
Br21 3.3840 -5.3529 2.3617
Br22 1.0073 -7.4515 2.8461
Br23 12.3861 -1.2501 -2.7144
Br24 0.4180 7.1689 -1.9035
Br25 0.5699 2.0020 3.7572
Br26 3.4854 -7.0780 5.2488
Br27 6.3383 -4.1975 1.2709
Br28 14.5359 -2.1996 -0.5423
Br29 5.2575 1.6481 10.0874
Br30 0.7271 4.3842 -5.7632
Br31 0.3836 4.6127 1.5458
Br32 -4.1760 6.0422 -5.6107
Br33 -3.8844 -0.5565 -4.6079
Br34 2.9827 5.7239 3.0506
Br35 5.0261 -6.2609 -1.9186
Br36 11.9095 -4.0728 -5.7671
Br37 -2.0514 -3.1052 -1.6571
Br38 -2.8188 -6.1586 -1.0606
Br39 5.2601 -0.8748 8.1174
Br40 6.5208 -6.5519 -4.7309
Br41 -0.8221 0.3511 -4.8055
Br42 -1.7574 7.6585 -4.1906
Br43 2.7334 -10.1118 5.9203
Br44 0.6303 3.7535 6.4308
Br45 3.5215 -8.2699 1.0536
Br46 -8.5786 3.3964 5.9494
Br47 -0.5901 -8.5386 -4.1403
Br48 6.3449 -2.2860 3.8325
O1 -3.2237 -1.8252 1.8354
O2 -1.9069 1.3902 3.8102
O3 -1.1847 -0.9225 1.0585
O4 -5.9450 -0.0873 0.2193
O5 -4.6629 -1.3478 -0.9665
O6 -4.4462 2.0489 -0.0874
O7 -6.1737 4.3295 -0.9599
N1 -3.0954 0.6511 1.1939
C1 -0.6804 8.4756 -2.8075
C2 -7.1900 4.9593 -1.7260
C3 2.3690 -6.8307 1.6329
C4 7.4150 -3.3728 2.6457
C5 -0.0706 -6.8095 -3.4511
C6 -6.9461 6.4917 -1.8965
C7 3.2674 -8.3989 6.6396
C8 -3.1692 0.6977 3.6489
C9 1.1907 6.1206 2.4371
C10 12.9441 -2.6723 -1.5321
C11 -5.5113 4.8565 -6.3559
C12 5.1014 -5.6714 -3.7544
C13 -7.2808 2.1886 5.1756
C14 4.3752 -0.0003 9.5969
C15 1.7979 3.3431 -6.9837
C16 10.6273 -4.9368 -4.6066
C17 -1.3261 1.3677 -1.1413
C18 -2.2836 -4.4555 -0.3055
C19 -5.2762 3.5576 -1.7716
C20 1.6759 2.7456 5.1517
C21 -3.0635 1.9162 4.6772
C22 -3.9956 1.0557 2.2725
C23 -3.7213 0.8522 -0.1525
C24 -4.0797 3.1774 -0.8125
C25 -2.1966 -0.8067 -5.5125
C26 -2.7197 0.6308 -1.2987
C27 -4.8438 -0.2843 -0.3040
B1 -2.5479 -0.7154 1.3570
H1 10.0879 -5.6562 -5.2099
H2 -0.0101 9.1707 -3.2965
H3 8.1130 -2.7100 2.1502
H4 -4.0177 4.0544 -0.1165
H5 -4.9416 4.0751 -2.6982
H6 -5.6550 5.1494 -7.3879
H7 -6.5111 6.9775 -1.0036
H8 -5.8432 2.6325 -2.0437
H9 -8.1429 4.8350 -1.1578
H10 13.1971 -3.5225 -2.1546
H11 4.1676 -5.9629 -4.2216
H12 -3.0943 -4.1195 0.3319
H13 2.3583 3.4428 4.6827
H14 -4.9110 0.4405 2.3979
H15 -4.1382 -1.5980 2.0485
H16 -3.2922 -0.3355 4.0905
H17 -7.8239 1.5105 4.5290
H18 -2.4791 -0.4230 -1.5232
H19 2.4744 4.0246 -7.4830
H20 -0.5140 0.6967 -0.8036
H21 -2.8584 1.6525 5.7254
H22 -0.6616 -0.2577 1.5172
H23 -6.2547 6.6973 -2.7464
H24 1.8566 -6.4572 0.7528
H25 -3.1748 1.0401 -2.2300
H26 -7.9269 6.9558 -2.1328
H27 -4.1300 2.1370 2.3986
H28 -7.2677 4.4499 -2.7093
H29 -2.3458 -0.5310 -6.5487
H30 -1.3940 2.3091 -0.5576
H31 2.4628 -8.0588 7.2791
H32 -3.1623 3.2055 -1.4268
H33 4.4475 -0.6647 10.4481
H34 -3.1206 2.9419 4.2884
H35 0.5930 6.3279 3.3162
H36 -0.8654 -6.4783 -2.7907
H37 -1.0315 1.6840 -2.1749

[6]
Entry from OMol25: a molecular structure, C20H18FeN4O3PS2 (ωB97M-V/def2-TZVPD).

Calculated values
Total charge: -1
LUMO energy (alpha / beta), eV: 2.176 / 2.175
<S²>: 6.02
Multiplicity: 5
Relative energy (zero: lowest compared OMol25 entry of this formula, charge and spin), kJ/mol: 42.86

CARTESIAN COORDINATES (ANGSTROEM)
Fe1 2.1305 0.2885 -0.5184
S1 3.4339 -0.3869 1.3436
S2 3.5097 -0.9192 -1.9703
P1 -0.0301 1.3353 0.0809
O1 2.0295 4.4891 0.1498
O2 2.3902 2.3591 -0.4872
O3 0.5125 -1.4679 -0.5257
N1 -0.8872 -3.1323 0.0543
N2 5.9607 -2.9629 2.1222
N3 0.9944 -2.6833 1.3322
N4 6.0886 -3.5624 -1.7694
C1 -1.4157 0.4818 2.3270
C2 -2.4630 -0.1062 3.0227
C3 -0.7424 2.1815 -3.8613
C4 -2.0957 3.7062 -2.5854
C5 -1.6495 3.2300 -3.8127
C6 -1.4319 -4.0700 1.0085
C7 4.4832 -1.7680 -0.7990
C8 5.3854 -2.7607 -1.3328
C9 0.2393 -2.3850 0.2554
C10 5.3075 -2.3422 1.4028
C11 -1.5203 0.7437 0.9589
C12 -3.7424 -0.2127 0.9942
C13 -3.6313 -0.4573 2.3563
C14 1.7684 3.2963 0.1502
C15 0.5643 2.8041 0.9883
C16 -1.6310 3.1352 -1.4094
C17 -2.6933 0.3807 0.2992
C18 -0.7144 2.0859 -1.4452
C19 4.4614 -1.5592 0.5385
C20 -0.2799 1.6132 -2.6818
H1 -0.8074 -4.9625 1.1044
H2 -2.3677 -0.2960 4.0862
H3 -1.9798 3.5139 -0.4535
H4 -2.7883 0.5637 -0.7641
H5 0.8176 -3.4794 1.9147
H6 -2.7983 4.5310 -2.5457
H7 -1.5567 -3.6194 1.9971
H8 0.4305 0.7976 -2.7238
H9 -0.4999 0.7374 2.8493
H10 -2.4113 -4.3894 0.6620
H11 -0.1790 3.5854 1.1145
H12 -1.4617 -2.8039 -0.6988
H13 1.8289 -2.1218 1.4849
H14 -4.4501 -0.9186 2.8979
H15 -4.6530 -0.4827 0.4692
H16 0.9376 2.4963 1.9659
H17 -0.3875 1.8121 -4.8158
H18 -2.0052 3.6822 -4.7309